DFT (ωB97M-V/def2-TZVPD) results for a molecular structure, C37H91N6NaO15 at a distorted geometry.

CARTESIAN COORDINATES (ANGSTROEM)
Na  -0.895314  -1.484924  -2.759745
O  0.543386  -0.340814  0.159165
C  -0.049444  -0.671504  -0.925655
O  -1.179754  -1.155494  -1.004625
O  0.607816  -0.559514  -1.999935
H  -0.281284  -0.689914  0.505065
C  5.504656  7.599896  2.197785
O  4.141906  7.042736  2.278175
C  3.087386  7.252036  1.343485
C  1.758756  6.579216  1.629155
N  1.941426  5.148026  1.456005
C  0.744686  4.379186  1.529995
C  0.972736  2.923976  1.045135
O  1.172476  1.982346  2.116625
C  0.994676  0.672136  1.684035
H  5.392516  8.637446  2.512455
H  5.904016  7.517016  1.186965
H  6.212276  7.048596  2.817015
H  3.514166  7.059086  0.359255
H  2.799376  8.302576  1.304355
H  1.100776  6.978206  0.857165
H  1.573336  6.971856  2.628925
H  2.759176  4.806346  1.940385
H  0.075586  4.844196  0.805995
H  0.385516  4.385116  2.559105
H  1.668836  2.918736  0.206365
H  0.052846  2.627246  0.541285
H  -0.008614  0.415786  1.343755
H  1.263076  -0.008554  2.491945
H  1.596166  0.504656  0.790585
C  -1.095274  1.751256  -4.179065
O  -1.815194  0.542156  -3.848625
C  -2.793154  0.642736  -2.768325
C  -3.572424  -0.737424  -2.600725
N  -2.830914  -1.842374  -1.983455
C  -3.606414  -3.062724  -2.048905
C  -2.689734  -4.218524  -1.946085
O  -3.379984  -5.356534  -2.371015
C  -2.789074  -6.583714  -1.856065
H  -1.066054  2.619496  -3.520715
H  -1.564034  2.081986  -5.105875
H  -0.060854  1.446026  -4.336905
H  -3.519174  1.395506  -3.075465
H  -2.342444  1.036556  -1.857355
H  -3.921524  -1.056524  -3.582765
H  -4.401324  -0.399244  -1.978905
H  -2.441164  -1.722644  -1.059405
H  -4.111544  -3.008644  -3.013285
H  -4.282224  -3.211364  -1.206725
H  -2.339104  -4.185164  -0.914565
H  -1.863464  -4.207194  -2.656895
H  -3.137284  -7.500414  -2.331995
H  -3.106344  -6.596094  -0.813335
H  -1.707134  -6.516344  -1.969995
C  1.027386  1.747876  -3.306125
O  2.228786  2.020236  -2.636465
C  2.303366  1.454506  -1.289115
C  3.471746  2.057506  -0.538875
N  4.661056  1.966086  -1.339245
C  5.186536  0.616106  -1.415475
C  6.320656  0.366676  -0.343285
O  7.141946  -0.789234  -0.733185
C  8.028516  -1.247854  0.247505
H  0.168846  2.199066  -2.808695
H  0.823006  0.678166  -3.260855
H  1.040956  2.096676  -4.338725
H  2.323006  0.372256  -1.417305
H  1.436416  1.679696  -0.668005
H  3.665196  1.686266  0.467525
H  3.258276  3.090966  -0.265985
H  4.402266  2.337156  -2.242265
H  5.688806  0.574136  -2.381935
H  4.470136  -0.205184  -1.396375
H  5.757286  0.237386  0.580845
H  6.923166  1.204946  0.006545
H  7.418876  -1.375384  1.142045
H  8.792696  -0.516294  0.510105
H  8.407576  -2.146844  -0.238535
C  -0.464524  -4.925604  0.174675
O  0.774486  -5.325244  -0.328185
C  1.653086  -4.368824  -0.815915
C  1.104636  -2.936084  -1.377535
N  0.181366  -3.132654  -2.512385
C  0.820066  -3.094634  -3.848525
C  -0.160734  -3.356524  -4.987125
O  -0.834624  -2.134854  -5.520165
C  -1.706544  -2.528814  -6.622075
H  -1.088694  -4.255564  -0.416555
H  -0.445454  -4.505614  1.180325
H  -0.853544  -5.943724  0.189045
H  2.274366  -5.011134  -1.440065
H  2.302576  -4.145094  0.030375
H  1.953956  -2.399274  -1.800125
H  0.605456  -2.433084  -0.549335
H  -0.093044  -4.104364  -2.488405
H  1.722166  -3.685514  -4.007175
H  1.232506  -2.086594  -3.891555
H  -0.851554  -4.155704  -4.718475
H  0.495936  -3.833074  -5.714995
H  -1.998584  -1.626074  -7.158605
H  -2.652264  -2.782264  -6.143035
H  -1.264084  -3.293944  -7.259965
C  -5.318244  0.135926  5.372345
O  -3.936004  0.252646  5.373035
C  -3.333924  -0.355284  4.213415
C  -1.883674  0.103156  4.397465
N  -0.961344  -0.187274  3.324665
C  -0.218274  -1.483164  3.508305
C  0.820666  -1.645424  2.329185
O  1.137656  -2.983724  2.216355
C  2.155226  -3.234844  1.311445
H  -5.660424  -0.863434  5.641245
H  -5.788404  0.592726  4.501485
H  -5.659034  0.764106  6.195355
H  -3.690214  0.084226  3.281765
H  -3.473324  -1.436234  4.228945
H  -1.452584  -0.359364  5.285355
H  -1.718544  1.101586  4.802355
H  -1.285454  -0.080484  2.374055
H  -0.902714  -2.331224  3.487645
H  0.289106  -1.552954  4.470495
H  1.678836  -0.986514  2.461355
H  0.393076  -1.331074  1.377115
H  1.859786  -3.025724  0.283305
H  2.387386  -4.289914  1.456455
H  3.132806  -2.800794  1.521305
C  -1.203964  3.903336  4.779975
O  -1.588124  3.461266  3.441915
C  -0.653344  2.543046  2.784445
C  -1.437224  2.196166  1.445435
N  -2.456134  1.172826  1.588415
C  -2.993724  0.778306  0.220595
C  -4.327464  0.037676  0.184915
O  -4.325504  -1.004774  1.056065
C  -5.272714  -2.069904  0.895695
H  -1.499634  2.973166  5.265235
H  -1.831024  4.695816  5.188475
H  -0.172244  4.075706  5.086485
H  -0.517334  1.655006  3.401695
H  0.320126  2.994786  2.593675
H  -0.671114  1.708306  0.842795
H  -1.802054  3.098936  0.955535
H  -3.057104  1.399236  2.367955
H  -2.258864  0.219826  -0.359215
H  -3.105204  1.617586  -0.465895
H  -4.483954  -0.339444  -0.825725
H  -5.033844  0.781666  0.553175
H  -6.278394  -1.681524  0.734825
H  -5.338084  -2.544114  1.874965
H  -5.156264  -2.797014  0.092045

Forces on the atoms, in the same order (eV/Å):
-2.00 0.39 -6.70
-3.89 -5.37 -8.70
3.44 0.56 -8.22
2.43 2.15 7.54
1.14 1.12 1.53
-0.94 0.07 2.46
-2.20 0.00 -0.91
0.49 -1.17 1.45
1.54 1.84 -1.11
2.70 -0.77 -0.16
0.61 1.12 -0.74
1.54 -0.15 -0.14
0.46 1.32 -1.59
5.50 -1.03 -2.87
2.57 4.08 3.11
0.55 0.09 -0.07
-0.17 0.24 -0.26
-0.65 -0.12 0.37
-0.37 -0.49 -0.37
0.32 0.63 0.20
-0.38 -0.07 0.29
-1.02 -0.37 0.38
-0.24 -0.09 0.27
-0.54 -0.03 0.35
-0.52 0.96 -0.54
0.34 0.46 1.51
1.71 1.28 -0.35
0.83 2.85 3.21
-0.56 3.98 -0.42
1.85 1.56 2.57
-2.68 -0.94 -2.40
-0.33 0.19 1.78
0.22 -0.75 -1.59
1.43 1.58 0.20
-4.72 -1.49 -1.78
-0.12 0.64 -0.86
0.03 -0.56 -1.34
-0.79 -2.19 0.37
-0.52 1.40 0.19
-1.26 -0.48 0.16
0.09 0.26 -0.34
-3.08 -0.50 -1.53
-0.40 0.01 -0.04
0.27 -0.42 -0.65
0.04 0.11 -0.03
-0.34 -0.49 -1.96
-1.85 -0.04 -0.33
-0.43 -0.68 0.10
-0.50 0.25 -0.55
-0.68 -0.67 -0.43
0.21 0.79 0.46
-0.32 0.47 -0.39
0.50 -0.44 0.25
0.17 -0.17 0.21
2.55 0.14 2.18
0.94 0.32 1.40
-0.25 -0.15 -0.51
0.30 0.50 -0.27
0.37 0.06 0.56
2.57 0.66 -0.55
-0.70 -0.98 -0.07
-1.73 2.09 -0.43
-0.95 0.37 -0.17
1.48 0.18 0.77
0.32 0.30 -0.46
1.77 0.83 0.47
0.46 0.22 0.30
-0.36 -0.34 -1.21
-0.30 -0.86 -0.07
0.22 0.39 -0.69
0.30 -0.26 -0.22
0.04 -0.33 -0.13
-0.22 0.00 0.26
-0.04 -1.14 0.52
0.39 0.47 -1.20
0.35 -0.80 0.43
0.38 0.02 -0.25
0.41 -0.13 0.86
-0.38 -1.14 1.04
-0.45 0.53 -0.54
1.76 -0.41 -1.80
0.71 -3.87 -1.16
1.70 -3.32 -0.31
0.02 1.84 0.45
0.45 0.84 -0.43
1.03 -2.35 0.15
-0.32 1.16 1.58
1.38 -0.30 0.02
0.31 -0.05 0.22
-1.39 0.45 0.50
-0.02 0.72 -1.33
0.28 -1.84 -3.26
0.14 0.15 0.82
0.30 -0.58 -0.44
-0.36 -0.12 0.61
-0.12 -0.72 0.43
-0.09 0.36 -0.59
-0.58 0.23 0.15
-0.30 0.37 -0.86
0.67 0.05 -0.28
-0.09 -0.95 -0.26
-0.14 0.05 0.07
-0.58 0.89 1.27
0.11 -0.57 -0.99
0.95 1.84 1.37
1.00 -1.29 0.28
1.56 -2.83 1.69
-0.07 0.99 -1.45
-1.50 -2.07 1.62
0.05 -0.86 1.27
0.46 0.97 2.30
-0.12 -0.32 -0.59
-0.03 -0.51 -0.47
-0.07 0.06 0.19
-0.59 -0.44 0.22
0.10 -0.11 -0.14
-0.22 -0.89 0.09
-1.12 0.71 -0.89
-0.84 0.03 0.59
-0.02 -0.36 -0.24
0.08 0.41 0.05
1.02 -3.31 0.34
0.57 -1.75 2.61
0.42 1.85 2.79
-0.37 -0.19 0.13
0.14 0.93 0.36
-1.20 -2.54 -0.28
0.22 1.83 0.20
-4.40 1.72 1.62
0.20 -1.24 1.48
-0.40 -0.06 -1.88
0.03 0.43 1.17
0.41 1.44 0.32
0.38 -2.94 1.43
-0.78 1.08 0.79
0.21 0.27 1.37
-0.10 0.10 -0.68
0.41 0.19 -0.98
-0.08 0.60 -0.20
-4.24 0.18 2.93
-1.97 -0.21 -0.07
0.00 0.28 -0.03
-0.74 0.07 -0.64
0.02 -0.15 1.31
-0.53 0.91 0.64
-0.59 0.79 1.75
-0.82 0.11 -0.51
-0.22 0.44 -0.08
0.31 -0.29 -0.18
0.70 0.23 0.25

## Properties
orbital gap: 0.2788 Ha
energy above the lowest of the compared OMol25 structures with the same formula, charge and spin: 669.8 kcal per mole